No. 1
This record from OMol25 describes a 2-piece molecular cluster, C8H18NO overall. The level of theory is ωB97M-V/def2-TZVPD.

Structure (XYZ):
```
28
Properties=species:S:1:pos:R:3:forces:R:3
C 1.665387 1.765742 1.040960 3.1 2.2 1.4
C 0.702514 1.342417 0.149520 -3.0 -2.6 -2.8
C 0.505037 2.020290 -1.239478 0.5 -2.8 2.8
C -2.463178 0.974792 0.464648 0.0 -0.2 -2.1
C -1.933960 -1.512849 0.065449 0.5 1.9 -1.3
C 2.151183 -1.998902 0.413833 1.9 1.8 1.2
C -1.436263 -0.082112 -0.103479 1.0 1.1 0.3
C -0.084449 0.218732 0.549525 -2.1 1.6 -2.0
N 1.399614 -1.196429 -0.583102 1.4 -0.2 -1.4
O 0.073943 -0.215212 1.751465 -1.2 -2.3 3.0
H 1.917150 1.216548 1.922209 0.2 -0.1 0.2
H 2.189675 2.684099 0.786826 0.0 -0.1 0.4
H 1.462234 2.415246 -1.527435 0.1 0.3 -0.6
H 0.048732 1.240060 -1.863198 0.3 0.9 -0.4
H -0.191177 2.746750 -0.900157 -0.8 1.3 -0.6
H -1.978480 1.894310 0.778627 0.0 0.0 0.3
H -3.217758 0.630969 1.170245 0.5 -0.3 0.3
H -3.027923 1.227628 -0.448133 -0.2 0.2 0.5
H -1.841133 -1.758796 1.092154 -0.2 -1.0 0.9
H -2.958197 -1.485871 -0.257292 -0.5 -0.5 0.1
H -1.363726 -2.096310 -0.634306 0.1 -1.0 0.2
H 2.778655 -1.261100 1.077328 -1.2 -1.4 -1.2
H 1.513980 -2.561856 1.093167 -0.5 0.3 -0.2
H 2.859024 -2.742355 0.026743 -0.2 0.3 -0.4
H -1.219642 0.138833 -1.160821 -0.8 -0.2 0.3
H 0.728624 -1.805470 -1.023845 -0.4 -0.1 -0.2
H 1.955470 -0.770614 -1.400697 -0.7 -1.0 2.0
H -0.694215 -0.859932 2.037897 2.2 1.8 -0.8
```
Forces are in eV/Å.

The energy is -445.18857 a.u. As for the HOMO energy (alpha / beta): -10.8 / -14.0 eV. As for the spin multiplicity: 3. Its HOMO-LUMO gap (alpha / beta) is 8.2 / 7.0 eV. The energy above the lowest of the compared OMol25 structures with the same formula, charge and spin is 0.00 kJ/mol. As for the net charge: +1. Its maximum force is 4.853 eV Å⁻¹.



No. 2
This record from OMol25 describes a 2-piece molecular cluster, C6H12BrNO2 overall. The level of theory is ωB97M-V/def2-TZVPD.

Structure (XYZ):
```
22
Properties=species:S:1:pos:R:3:forces:R:3
C 1.143234 -0.675420 2.036673 -1.8 -1.4 -1.2
C 0.504668 -0.971860 0.870569 1.8 2.9 1.2
N 0.357754 -2.348381 0.603058 0.0 -3.5 -0.6
O -0.773172 -2.850353 0.565357 1.4 0.6 0.1
O 1.403154 -3.006699 0.430867 -1.6 1.0 0.3
C 0.011953 0.022646 -0.240025 1.5 -0.7 1.1
C 0.355602 1.472727 0.140259 0.7 1.8 0.9
C -1.493829 -0.207587 -0.281114 -1.7 0.2 0.7
C 0.710982 -0.286669 -1.613931 1.0 -0.9 1.5
H 1.256953 -1.572193 2.742346 0.4 1.9 -0.8
H 1.265807 0.398576 2.230599 0.2 -0.9 0.5
H 0.014653 1.787696 1.229768 0.4 -0.7 -2.3
H -0.217496 2.119116 -0.637265 1.2 -0.7 1.4
H 1.537567 1.723565 0.111675 -2.8 -0.7 -0.2
H -1.984659 0.633041 -0.866216 0.4 -1.3 0.2
H -1.955829 -0.104452 0.792599 1.0 -0.3 -1.9
H -1.708367 -1.273429 -0.640283 -0.1 1.9 0.2
H 0.131168 0.270565 -2.316057 -0.3 -0.1 -1.0
H 1.803913 0.067858 -1.695348 -1.7 -0.6 0.5
H 0.684112 -1.409382 -1.739814 0.0 1.3 -0.5
Br 3.598428 -2.951068 -2.056141 0.2 -0.7 0.9
H 3.690678 -3.803778 -0.864102 -0.1 0.7 -0.9
```
Forces are in eV/Å.

Its SMILES is C=C([N+](=O)[O-])C(C)(C)C.Br. The energy is -3014.90170 a.u. As for the HOMO energy: -10.2 eV. Its HOMO-LUMO gap is 9.9 eV. The energy above the lowest of the compared OMol25 structures with the same formula, charge and spin is 373.84 kJ/mol. As for the net charge: 0. Its maximum force is 3.614 eV Å⁻¹.



No. 3
This record from OMol25 describes C10H24N4O7Pd as an isolated structure. The level of theory is ωB97M-V/def2-TZVPD.

Structure (XYZ):
```
46
Properties=species:S:1:pos:R:3:forces:R:3
O -0.180179 0.132302 -3.536677 -1.0 0.4 -0.2
H -0.405321 0.091004 -4.482214 0.1 0.0 0.7
Pd -0.084287 0.088577 -0.231372 1.2 0.3 2.1
N 0.163199 1.631506 1.030057 -0.9 -1.0 -0.8
N 1.483595 0.997037 -1.103064 -2.0 -1.6 -0.1
N -1.216046 -0.959888 1.065737 -0.7 -2.3 -0.6
N -0.142135 -1.756500 -1.060593 -0.8 -1.2 0.1
O -0.396076 1.761062 2.184553 -0.3 -0.5 -0.1
O -1.593271 -0.493712 2.261435 0.2 0.6 -0.3
O 0.541273 -2.116686 -2.182338 0.0 0.3 0.0
O 2.174928 0.459318 -2.011433 0.6 0.1 -0.4
C 1.836103 2.184038 -0.516355 -0.5 1.6 2.6
C 1.150257 2.492229 0.681271 2.2 0.3 -2.0
C -1.460622 -2.241078 0.780057 0.1 2.6 1.4
C -0.844230 -2.692402 -0.434609 1.2 1.2 -1.8
C 1.455230 3.592590 1.630081 0.2 0.6 -0.1
H 1.767876 3.223272 2.616854 -0.1 -0.1 -0.3
H 0.571740 4.222248 1.787844 0.1 -0.1 0.0
H 2.262081 4.207554 1.227140 -0.1 0.0 0.1
C 2.920952 2.977840 -1.147208 0.2 0.2 0.0
H 2.698902 3.142855 -2.209034 0.1 -0.1 0.2
H 3.877150 2.443814 -1.082232 -0.2 0.1 -0.1
H 3.034086 3.950342 -0.664662 0.0 -0.1 -0.1
C -2.235507 -3.109768 1.709112 -0.1 -0.4 0.1
C -1.020533 -4.070890 -0.976609 0.0 -0.2 0.0
H -2.811509 -2.520252 2.428174 0.2 0.0 -0.2
H -1.565288 -3.773860 2.272999 -0.1 0.1 -0.1
H -2.921948 -3.753368 1.147721 0.1 0.1 0.1
H -0.436722 -4.192230 -1.889751 -0.1 0.0 0.2
H -2.080249 -4.250319 -1.202057 0.2 0.1 0.0
H -0.714189 -4.828676 -0.245902 0.0 0.1 -0.1
H -1.158033 0.471987 2.270188 -0.3 -0.2 0.4
H 0.804225 -1.243316 -2.592260 -0.2 -0.6 0.4
C -1.213303 0.906418 -2.849235 0.2 -0.1 -1.0
H -0.764010 1.851822 -2.529655 -0.2 -0.1 0.1
H -1.593861 0.351964 -1.969220 0.1 0.2 -0.6
H -2.036722 1.114970 -3.552144 0.2 -0.1 0.4
O -4.415126 2.587389 -0.202952 0.5 -0.2 -0.2
H -4.304570 1.655902 -0.456811 0.0 0.5 0.2
H -3.513569 2.956384 -0.175145 -0.5 -0.3 0.0
C 1.971932 -1.205768 2.727271 0.1 -0.1 0.0
O 1.965411 -0.927350 1.334058 0.6 -0.4 -0.1
H 1.592479 -0.313724 3.232504 0.0 -0.2 0.0
H 2.988494 -1.421614 3.088353 -0.3 0.1 0.0
H 1.312001 -2.055422 2.951688 0.1 0.1 0.1
H 2.535410 -1.567610 0.876415 -0.3 0.3 0.2
```
Forces are in eV/Å.

The energy is -1268.74041 a.u. As for the HOMO energy (alpha / beta): -5.4 / -8.2 eV. As for the spin multiplicity: 3. Its HOMO-LUMO gap (alpha / beta) is 5.0 / 7.8 eV. The energy above the lowest of the compared OMol25 structures with the same formula, charge and spin is 0.00 kJ/mol. As for the net charge: 0. Its maximum force is 3.154 eV Å⁻¹.



No. 4
This record from OMol25 describes an isolated ion of composition C8H13NO3P and charge -1. The level of theory is ωB97M-V/def2-TZVPD.

Structure (XYZ):
```
26
Properties=species:S:1:pos:R:3:forces:R:3
C 4.067938 -1.371254 0.453692 -3.5 4.0 -1.1
C 3.251206 -0.516207 0.164453 1.1 -0.9 -0.1
C 2.413911 0.711236 -0.044220 2.3 -2.2 3.0
N 0.945468 0.356642 0.035745 2.2 2.9 0.1
C 0.585770 -0.455744 1.202668 -0.9 -0.3 1.7
C 0.461294 -0.293661 -1.156660 0.4 -1.4 -1.4
C 0.096079 1.600931 0.037920 -0.5 0.6 -0.7
P -1.985565 0.804923 0.007447 -0.4 1.3 -0.7
O -2.355910 1.295088 1.351587 0.0 0.2 1.6
O -2.431884 1.539626 -1.200476 -0.2 0.8 -1.1
C -2.875135 -1.221215 -0.168661 3.1 -0.2 1.7
C -3.998959 -0.788085 -0.630371 -4.4 -0.1 -0.9
O -2.283320 -2.134298 0.368197 0.3 -0.9 0.0
H 4.544247 -2.232314 0.536860 2.1 -3.2 0.5
H 2.802645 1.179519 -0.922606 -0.8 0.5 -0.8
H 2.914773 1.228210 0.864500 -2.1 0.3 -1.2
H 1.254807 -0.286153 2.101721 -0.7 -0.1 -1.3
H -0.463289 -0.075997 1.437260 1.3 -1.0 0.2
H 0.555979 -1.520539 0.898240 0.1 0.6 0.4
H -0.614529 -0.302231 -0.856814 0.5 -1.1 -1.4
H 0.658282 0.384204 -2.021286 -0.4 -0.7 0.6
H 0.923297 -1.316630 -1.273507 -0.5 1.0 0.0
H 0.147719 2.080155 0.977446 0.2 0.2 1.4
H 0.481648 2.386188 -0.683581 -0.4 -1.4 0.1
H -5.022872 -1.251128 -0.517315 1.5 -0.2 0.0
H -4.073588 0.198742 -0.962227 0.0 1.2 -0.7
```
Forces are in eV/Å.

Its SMILES is C#CC[N+](C)(C)C[P@@](=O)([O-])C(=C)[O-]. The energy is -934.28005 a.u. As for the HOMO energy: -2.8 eV. Its HOMO-LUMO gap is 5.3 eV. The energy above the lowest of the compared OMol25 structures with the same formula, charge and spin is 814.91 kJ/mol. As for the net charge: -1. Its maximum force is 5.432 eV Å⁻¹.



No. 5
This record from OMol25 describes a 4-piece molecular cluster, C15H29ClFNO5PS overall. The level of theory is ωB97M-V/def2-TZVPD.

Structure (XYZ):
```
54
Properties=species:S:1:pos:R:3:forces:R:3
C 2.655412 -1.240689 0.122586 1.4 0.2 -0.5
C 2.630889 0.275263 -0.405238 -1.3 -0.3 -0.8
C 1.394237 1.153280 0.180379 3.1 0.0 0.7
Cl 0.001893 0.143085 0.818542 0.5 0.7 -0.7
O 1.037661 2.098458 -0.862587 -3.2 -0.9 0.1
C -0.334219 2.524540 -0.731397 1.0 2.5 2.5
O -0.573753 3.403316 0.114925 -0.2 -3.3 -3.5
C -1.365643 1.856628 -1.729777 -1.6 -2.1 -3.0
C -0.829115 1.168907 -3.042575 -4.2 -0.2 0.7
C -1.848874 0.473161 -3.995630 0.1 1.7 1.7
P -1.186420 -0.398451 -5.564239 1.5 -1.6 0.4
S -0.075023 -1.961610 -5.137499 -0.7 0.9 0.1
N -3.269895 0.435309 -3.743680 2.4 2.3 3.6
C -3.779576 1.062902 -2.549563 2.3 0.7 0.8
C -2.895010 1.788860 -1.494324 1.3 -0.9 -2.2
C -3.606173 2.389209 -0.203700 -1.2 -0.2 -0.8
C -4.099560 1.165933 0.737838 -0.3 -0.3 -1.0
C -5.697384 0.878546 0.575266 1.1 0.1 0.6
F -3.716864 1.410696 2.096069 -0.7 -0.4 -2.2
H 2.119846 -1.910831 -0.643058 0.5 1.0 1.5
H 2.297567 -1.386908 1.193329 0.4 0.2 -1.6
H 3.763025 -1.572934 0.096114 -1.9 0.5 0.1
H 2.438993 0.219436 -1.546499 0.4 0.2 1.8
H 3.611969 0.846040 -0.245585 -1.6 -0.9 0.0
H 1.820701 1.734647 1.081249 -1.2 -0.8 -1.3
H 0.266465 1.143471 -3.345226 -1.6 0.1 0.6
H -2.281522 -0.847515 -6.399832 0.2 1.1 0.6
H -0.359459 0.561332 -6.256555 -1.2 0.0 0.4
H -3.954470 -0.038562 -4.358342 0.8 0.4 0.3
H -4.906671 1.023891 -2.364700 1.8 0.0 -0.5
H -4.576850 2.898934 -0.578827 1.7 -0.7 0.5
H -3.022199 3.198010 0.344270 -0.4 -1.5 -0.8
H -3.584919 0.220725 0.316525 -0.4 1.4 1.4
H -5.810642 0.015986 -0.165312 0.0 1.1 1.1
H -6.255081 1.786985 0.166263 0.7 -1.2 0.9
H -6.063485 0.564922 1.618933 0.3 0.5 -1.8
C 1.727579 -4.937025 0.978529 -0.2 0.1 0.2
O 2.052195 -3.902209 1.895018 -0.1 0.1 0.1
H 2.566168 -5.078444 0.296236 0.0 0.1 0.1
H 1.543501 -5.866872 1.522154 0.0 -0.1 -0.2
H 0.838945 -4.657614 0.405997 0.0 -0.2 -0.2
H 1.295418 -3.797584 2.486053 0.3 0.0 0.0
C 0.965082 0.860487 4.970879 -0.2 0.0 -0.2
O 0.568411 -0.428705 4.527830 -0.1 -0.2 -0.1
H 1.501807 0.758249 5.914131 -0.1 -0.1 -0.1
H 1.623681 1.319499 4.228426 0.1 0.2 0.1
H 0.082023 1.486025 5.123831 0.1 0.2 0.1
H 0.096919 -0.310914 3.693910 0.1 -0.1 0.2
C 5.927166 -0.788049 1.658039 0.1 0.1 0.2
O 5.478034 0.431617 1.080725 -0.1 0.3 0.0
H 5.728257 -1.601939 0.961234 0.0 0.1 0.0
H 7.001316 -0.731278 1.849452 0.0 -0.2 0.0
H 5.391183 -0.973319 2.592097 0.1 -0.2 0.0
H 5.666466 1.133101 1.717319 0.0 -0.1 -0.2
```
Forces are in eV/Å.

The energy is -2318.99929 a.u. As for the HOMO energy: -12.0 eV. Its HOMO-LUMO gap is 6.2 eV. The energy above the lowest of the compared OMol25 structures with the same formula, charge and spin is 932.46 kJ/mol. As for the net charge: +1. Its maximum force is 4.857 eV Å⁻¹.



No. 6
This record from OMol25 describes an isolated ion of composition C6H16N2 and charge -1. The level of theory is ωB97M-V/def2-TZVPD.

Structure (XYZ):
```
24
Properties=species:S:1:pos:R:3:forces:R:3
C -0.646161 1.668584 1.927688 1.1 0.3 -1.1
N 0.112474 0.611975 1.153780 1.0 0.6 2.4
C 1.567598 0.672427 1.612001 -1.2 2.8 -0.6
C 0.333871 1.505196 -1.143129 0.3 1.1 -2.2
C -0.271454 0.417453 -0.244585 0.8 1.1 0.2
C 0.193037 -0.954202 -0.724290 -3.3 0.3 -0.8
N -1.092647 -1.765874 -0.607701 0.9 0.0 1.4
C -1.055586 -2.692476 -1.688024 2.1 -3.4 -0.2
H -1.609995 1.240834 2.209890 -0.3 0.5 -0.2
H -0.120420 2.002835 2.879558 -0.6 -0.9 -1.3
H -0.678227 2.611684 1.278373 -0.5 -1.0 0.9
H 1.791856 -0.081287 2.323750 0.1 -0.9 0.7
H 1.688306 1.717759 2.138619 0.2 -1.9 -1.0
H 2.332981 0.647684 0.826534 -0.4 -0.1 -0.1
H -0.153260 2.473572 -0.948383 -0.1 -0.2 -0.3
H 1.386950 1.735806 -0.876253 -0.4 -0.6 -0.1
H 0.342478 1.340816 -2.349207 -0.3 0.1 2.9
H -1.404254 0.429002 -0.193249 1.4 0.1 -0.6
H 1.039171 -1.289694 -0.176249 0.7 -0.6 0.5
H 0.397473 -0.991672 -1.843675 0.0 0.4 1.6
H -1.369630 -2.130031 0.415383 1.3 0.8 -3.4
H -1.905999 -3.373843 -1.598630 -0.2 0.3 -0.8
H -0.146270 -3.438564 -1.633004 -1.1 0.7 0.5
H -0.732302 -2.357980 -2.739191 -1.7 0.5 1.5
```
Forces are in eV/Å.

The energy is -347.54767 a.u. As for the HOMO energy (alpha / beta): 1.4 / -4.5 eV. As for the spin multiplicity: 2. Its HOMO-LUMO gap (alpha / beta) is 2.3 / 8.1 eV. The energy above the lowest of the compared OMol25 structures with the same formula, charge and spin is 290.92 kJ/mol. As for the net charge: -1. Its maximum force is 4.018 eV Å⁻¹.